(1)
73
Properties=species:S:1:pos:R:3:forces:R:3:mulliken_charge:R:1 method="wB97M-V/def2-TZVPD" lumo_energy_ev=-1.600 e_homo_ev=-9.67 smiles="O=C1C=C(O)C(=O)C(O)=C1P(O)Cl.ClCCCl.ClCCCl.ClCCCl.ClCCCl.ClCCCl.ClCCCl.ClCCCl" fmax_ev_per_a=0.296 total_charge=0
H 2.50503 0.76343 -7.75907 -0.002 0.016 0.001 0.327
C -1.57621 1.01301 0.34077 0.119 -0.022 -0.114 0.439
C -4.34424 -8.93573 2.24888 -0.026 0.032 0.019 -0.473
H 7.04412 1.69808 -1.95840 0.000 0.010 0.006 0.327
H 7.67803 2.04164 -3.58018 0.001 0.006 0.000 0.301
C -0.82788 5.41761 5.80553 0.044 -0.010 0.015 -0.518
H 0.97973 0.57025 -2.02677 -0.012 -0.132 -0.008 0.468
C -0.97679 1.25039 -2.45944 -0.159 -0.022 -0.034 0.324
O -3.27443 1.63527 -2.73248 0.101 0.210 0.045 -0.589
Cl 0.64348 8.48072 1.68224 -0.002 0.002 -0.001 -0.171
Cl 4.55560 3.16207 -1.96666 -0.013 -0.014 -0.002 -0.169
Cl -0.13348 -7.68806 1.30971 0.036 0.025 0.024 -0.208
Cl 0.86157 2.42727 -7.51112 -0.006 0.004 -0.002 -0.186
C -0.32151 -3.32764 -1.08618 0.030 0.087 0.074 -0.004
C 1.50153 0.77100 -7.34160 0.016 -0.013 -0.004 -0.459
H 0.13462 4.92438 5.68002 -0.004 -0.001 -0.010 0.291
Cl 7.87438 3.88945 -2.14836 0.002 0.001 0.000 -0.189
H -1.64552 1.82596 -4.12681 -0.154 -0.074 0.088 0.319
H 0.28577 0.87213 2.38256 0.070 -0.148 -0.122 0.323
C -2.36873 1.46434 -1.95185 0.059 -0.088 0.079 0.695
H 0.59920 10.70749 4.62320 0.005 -0.007 0.007 0.282
C -2.52739 1.48927 -0.46761 -0.194 -0.092 0.066 0.392
C -0.34949 0.41000 -0.28016 -0.026 0.081 -0.007 0.455
H -0.89746 -7.78481 -0.90810 -0.006 -0.013 -0.001 0.255
C -1.27800 -4.38435 -0.60426 -0.035 -0.034 0.022 -0.197
O -0.81168 1.49333 -3.75883 0.205 0.025 -0.212 -0.433
H 1.87070 10.45165 3.41120 0.007 -0.025 -0.006 0.332
Cl -2.79292 -3.67087 0.02250 -0.005 0.001 0.002 -0.205
C 7.06558 2.42508 -2.76601 0.005 -0.021 -0.002 -0.441
C 1.49676 0.30723 -5.90818 -0.060 -0.069 0.022 -0.355
H 5.27422 1.81756 -3.75071 0.005 -0.003 0.009 0.159
C 1.24243 -7.99033 -1.03034 -0.036 -0.010 0.034 -0.460
H -0.47943 10.38104 2.47816 0.010 0.000 -0.004 0.319
H -2.04326 3.68258 5.42507 -0.009 0.011 -0.005 0.120
H -4.68745 -7.99075 1.83165 0.011 -0.002 -0.009 0.283
Cl -3.42398 5.15961 6.62736 -0.003 0.000 0.002 -0.195
Cl 1.49816 -6.23488 -1.23660 0.142 -0.123 -0.073 -0.156
Cl -3.71005 -9.90632 0.89073 0.026 0.003 -0.035 -0.186
H -0.27051 -9.34445 -0.34948 0.018 0.001 0.027 0.366
Cl 1.68121 8.64524 4.90586 0.067 -0.005 0.062 -0.170
O 0.34053 -0.37309 0.34577 0.132 0.167 0.071 -0.705
Cl -2.80825 -10.15403 4.15539 0.003 -0.001 0.000 -0.188
H -0.15204 -2.56859 -0.32745 -0.014 0.018 -0.027 0.138
H -1.54844 -5.07120 -1.40239 -0.006 0.015 -0.009 0.276
H -5.19080 -9.47604 2.66398 0.009 -0.014 -0.007 0.355
Cl -0.92891 -2.49815 -2.55131 -0.003 0.003 -0.007 -0.210
C -0.01820 0.77539 -1.66431 0.025 0.087 0.060 -0.884
C 1.03498 9.98993 3.93021 -0.064 -0.002 -0.027 -0.456
H 5.68104 3.52599 -3.99800 0.000 0.008 0.012 0.332
C -0.02606 9.52019 2.96654 -0.027 0.021 0.010 -0.351
O -3.70891 1.97545 -0.00247 -0.049 -0.002 -0.137 -0.552
Cl 2.66409 1.20864 -4.90348 0.008 0.022 0.051 -0.139
H 2.07304 -8.37345 -0.44398 -0.015 0.012 0.024 0.337
Cl -1.23002 6.17229 4.24284 -0.031 0.058 -0.059 -0.166
P -1.91376 1.09433 2.15613 -0.012 -0.120 -0.069 0.070
H -3.69190 -7.98200 4.03971 -0.007 -0.010 0.003 0.300
C 5.67734 2.71177 -3.27803 -0.021 -0.005 -0.033 -0.315
H -0.79354 8.94785 3.48147 0.012 -0.004 -0.005 0.208
H 1.26216 -8.43894 -2.02158 -0.004 0.027 -0.010 0.336
H -3.59936 2.88033 0.32039 0.032 -0.007 0.120 0.328
O -0.53170 0.62280 2.83048 -0.115 0.089 0.090 -0.411
C -1.86127 4.40142 6.22003 0.013 -0.027 0.000 -0.197
H 0.63004 -3.77856 -1.35363 -0.050 0.011 -0.023 0.038
H 0.86089 0.11883 -7.93253 -0.004 0.004 0.003 0.314
H 0.52056 0.43835 -5.44937 0.025 0.010 0.004 0.184
Cl -1.72017 3.19024 2.24677 -0.013 0.059 0.063 -0.243
H -0.72941 6.21305 6.53974 -0.017 0.007 -0.009 0.353
H 1.77906 -0.74315 -5.86151 0.023 0.006 -0.014 0.312
H -2.39927 -8.24196 2.85016 0.003 -0.010 0.003 -0.019
C -0.08512 -8.27229 -0.37478 -0.080 -0.049 -0.029 -0.484
H -1.51866 3.87796 7.11081 -0.004 0.005 0.002 0.314
C -3.29326 -8.66881 3.29520 0.004 0.020 -0.001 -0.049
H -0.82642 -4.94347 0.21297 0.019 0.018 -0.003 0.160


(2)
98
Properties=species:S:1:pos:R:3:forces:R:3:mulliken_charge:R:1 method="wB97M-V/def2-TZVPD" lumo_energy_ev=-7.797 e_homo_ev=-11.79 fmax_ev_per_a=0.207 de_lowest_ev=0.000 total_charge=+2
N 0.76496 -1.61617 1.74762 0.086 0.135 -0.085 1.012
H -6.23148 -5.06127 -0.16768 -0.002 0.003 0.008 0.504
C 3.73875 4.78880 -1.48898 -0.003 0.000 -0.017 -0.057
H 4.75828 -0.66750 1.12486 0.006 0.003 -0.009 0.278
C -1.99010 -0.39798 0.49604 0.052 0.021 -0.053 1.945
C -1.70899 0.33653 -1.75883 -0.016 -0.013 -0.021 -0.482
C 6.55652 1.56918 -0.80090 -0.004 0.002 -0.005 -1.800
H 0.20005 -4.25733 3.61304 0.002 -0.003 0.005 0.270
H -6.91709 -1.98982 -2.86918 0.010 -0.006 0.006 0.526
H 5.72453 2.08031 -1.28588 -0.009 0.003 0.001 0.293
C 0.65286 -2.89479 2.16050 -0.033 -0.007 0.035 0.531
C -7.27887 -2.92297 -2.44688 -0.010 0.029 0.005 -0.961
H -7.83738 -6.01747 -3.41256 0.020 -0.008 -0.009 0.367
H 3.85509 6.32498 -2.99130 0.001 0.000 0.001 0.433
Pd 0.06403 0.01268 2.44666 0.072 -0.190 0.040 0.219
H 5.86799 0.60032 3.22129 -0.001 -0.001 -0.029 0.215
H -2.64546 0.97594 -5.35419 -0.001 -0.001 -0.001 0.268
C -5.38744 -2.59200 -0.86959 0.000 0.017 0.018 -0.660
C -7.93325 -5.28245 -1.46497 -0.010 -0.015 -0.013 -0.915
O 6.97165 2.63654 2.03280 0.010 0.001 -0.002 -0.691
N -0.67770 -2.59516 5.51064 0.005 -0.024 0.005 -0.482
C 5.29075 1.47766 2.93573 0.001 -0.048 -0.009 -1.725
H -8.04905 -6.29082 -1.07412 -0.001 -0.002 -0.007 0.418
N 1.53214 -2.82201 0.21841 0.015 0.013 0.017 -0.694
C -3.11733 -0.28659 -3.60956 -0.004 0.001 -0.003 -0.329
C -3.91199 -1.88678 0.93771 0.005 -0.021 -0.001 -0.458
C -0.11365 1.27084 -0.18325 -0.005 -0.050 -0.012 0.525
H 4.14402 0.34446 -0.21304 -0.007 0.015 -0.004 0.215
N -0.71981 -0.44452 5.16783 -0.012 -0.048 0.018 -0.649
C 5.03515 -0.09890 0.23237 0.008 -0.017 0.013 -1.743
H -7.65399 -4.14334 0.30838 -0.006 0.013 -0.005 0.352
N 1.14316 -3.65996 1.21744 -0.022 -0.019 -0.025 -0.533
C -4.36110 0.44228 -4.02901 -0.001 -0.001 -0.002 -0.394
H -4.94493 0.02095 -4.83567 0.000 0.000 0.001 0.320
H 1.56140 0.79713 5.30172 -0.002 0.007 -0.002 0.537
C -1.27566 0.35086 -0.44900 -0.017 0.031 0.067 -0.717
N -2.77382 -0.33126 -2.19430 -0.003 0.005 0.020 0.290
H 7.37149 2.28651 -0.67846 -0.003 0.002 0.006 0.382
H 5.50651 2.25959 3.65875 -0.003 -0.018 0.018 0.518
N -7.30575 -5.37034 -2.82901 -0.014 0.004 -0.010 -0.101
F -5.74319 -3.23782 1.38820 -0.006 -0.007 -0.009 -0.331
C 7.34789 0.10011 1.03685 -0.001 -0.010 0.000 -1.812
N 3.44767 1.24037 4.46671 -0.016 -0.001 0.007 -1.240
H -6.27046 -3.99778 -4.04899 -0.013 0.000 -0.024 0.403
C -3.14387 -1.12712 0.03952 -0.011 0.000 0.003 1.192
H -2.83828 -1.19250 -4.13255 0.003 -0.001 0.002 0.442
C -0.27250 -2.36426 4.28888 -0.002 0.020 -0.033 0.436
H 1.78340 4.90320 1.25855 -0.003 0.012 0.019 0.417
C -3.01091 1.01449 -4.33890 0.000 0.002 0.003 -0.994
O -1.70786 -0.49066 1.75359 -0.061 0.027 -0.008 -1.214
C -3.52499 -1.09481 -1.30763 0.021 -0.002 -0.003 -0.486
H 4.45595 4.14970 -1.99322 -0.006 -0.002 0.001 0.394
C 6.14863 0.91293 0.52466 0.004 0.001 -0.021 1.875
H 6.91777 0.80268 -1.48737 0.000 0.001 0.003 0.502
C -7.21659 -4.01228 -3.51258 0.014 -0.020 0.004 -0.626
H -3.66534 -1.90369 1.99033 0.001 0.002 -0.001 0.659
C -7.04725 -4.44531 -0.54768 0.004 0.008 0.015 -0.580
N 0.11876 -3.28822 3.34588 0.017 0.014 -0.015 -0.096
C -4.62442 -1.84084 -1.75117 -0.001 -0.003 -0.002 -0.844
H 2.76376 2.77116 1.01946 -0.008 -0.039 0.006 -0.154
H 5.56888 3.74149 0.35741 0.003 -0.002 -0.007 0.705
H -4.93073 0.93340 -3.25118 0.001 0.001 0.000 0.219
N 1.31002 -1.60127 0.49974 -0.006 -0.070 -0.024 -0.465
C 3.16261 4.37373 -0.29220 0.018 -0.035 -0.030 -0.499
H 7.62190 -0.63725 0.28110 -0.003 -0.002 0.001 0.479
H -8.92285 -4.85475 -1.60823 0.001 0.005 0.007 0.398
C 1.90581 6.43699 -0.22588 -0.014 0.018 0.006 -0.951
C 2.20819 0.85218 4.44126 0.055 -0.009 -0.016 -0.492
C 2.89911 0.72951 2.40262 0.051 -0.025 -0.023 -0.529
H 4.78088 3.88229 1.89248 0.009 -0.006 0.005 0.184
C 2.24665 5.21212 0.32835 -0.004 -0.016 0.001 -0.158
N -6.49307 -3.31711 -1.29674 0.027 -0.042 -0.018 0.215
H -6.37014 -5.76897 -2.73895 0.007 0.022 0.022 0.386
H 8.21608 0.72336 1.23374 0.000 0.001 -0.003 0.362
O 0.26675 2.01842 -1.04508 0.039 -0.025 -0.021 -0.606
H -2.71270 1.89339 -3.78443 0.000 -0.001 0.001 0.371
O 0.44917 1.25587 1.01259 -0.077 0.088 -0.058 -0.503
H 1.19488 7.09004 0.26107 -0.002 -0.005 0.000 0.421
H -8.31431 -2.73550 -2.14910 -0.002 0.004 -0.004 0.318
H 3.60071 2.29821 -0.45399 -0.011 0.007 0.006 0.108
H -1.16072 0.91665 -2.48846 0.002 0.000 0.004 0.915
H 7.41884 3.05380 1.28802 0.002 0.000 0.001 0.574
N 3.87336 1.15358 3.17690 -0.022 0.076 0.025 1.108
H 7.11714 -0.45186 1.94962 0.006 0.003 0.002 0.388
Cl 2.06340 8.34905 -2.12661 0.001 -0.005 0.003 -0.204
N 1.82446 0.53142 3.16801 -0.011 0.036 0.070 0.473
C -4.99448 -2.57440 0.49278 -0.004 0.012 -0.003 0.001
C 3.40872 6.00701 -2.05941 -0.009 -0.001 0.014 -1.017
C 3.55800 3.05626 0.33040 0.042 0.001 -0.006 1.232
C 5.76208 2.02030 1.56690 -0.007 0.053 0.024 1.763
H 5.40773 -0.82761 -0.48866 0.000 -0.004 0.002 0.587
H -4.86338 -1.83071 -2.80282 -0.002 -0.001 0.000 0.789
H 2.94254 0.56593 1.34321 -0.010 0.005 -0.006 0.766
N -0.28903 -1.05498 4.04474 -0.098 0.072 0.078 1.012
C 4.91124 3.20318 1.04460 -0.021 0.004 0.010 -1.609
H -8.03457 -3.94221 -4.22664 -0.018 0.001 0.021 0.399
C 2.48936 6.82412 -1.41970 0.006 0.008 -0.006 0.354
N -0.94525 -1.37111 6.02459 0.007 0.018 0.016 -0.464


(3)
18
Properties=species:S:1:pos:R:3:forces:R:3:mulliken_charge:R:1 method="wB97M-V/def2-TZVPD" lumo_energy_ev=1.012 e_homo_ev=-8.14 fmax_ev_per_a=7.461 de_lowest_ev=4.642 total_charge=0
H 2.57256 0.24149 -1.07403 1.134 -0.409 -1.065 0.325
H -1.72298 -1.45962 -1.11922 -0.101 0.001 -1.045 0.272
H 1.48144 -1.91292 -0.48566 -0.055 0.276 0.489 0.447
C -0.26717 0.74968 -0.00091 -0.481 1.626 0.572 0.557
H 1.07417 -0.34289 1.80708 1.504 1.048 -0.012 0.290
C -0.15956 -0.58143 0.01519 -7.413 0.669 -0.513 -0.152
N 1.57949 0.20565 -1.24361 0.658 -0.192 1.572 -0.582
C 1.23514 1.06956 -0.06185 0.370 2.750 1.958 -0.191
C 1.74960 -0.07984 0.94618 1.197 1.239 1.318 -0.284
C -1.61470 -1.04160 -0.13677 -0.216 -2.164 1.270 -0.662
H -3.56066 0.00672 -0.09078 -0.461 0.587 0.164 0.440
H -2.00901 2.32794 -0.04502 0.366 -0.769 -0.079 0.363
C -2.50862 0.17867 -0.01194 2.558 -0.193 -0.897 -0.367
C 1.18577 -0.89966 -0.17298 3.411 -1.847 -2.947 -0.451
H 2.89162 0.05662 1.15770 -1.985 -0.816 -0.421 0.256
H 1.77792 2.15019 0.12578 -1.784 -2.520 -1.027 0.315
H -2.01168 -1.93826 0.45180 0.793 1.193 -0.118 0.317
C -1.69334 1.26971 -0.06096 0.507 -0.480 0.784 -0.893


(4)
51
Properties=species:S:1:pos:R:3:forces:R:3:lowdin_spin:R:1 method="wB97M-V/def2-TZVPD" spin_multiplicity=2 lumo_energy_ev="0.311 / 0.311" e_homo_ev="-7.71 / -7.71" fmax_ev_per_a=2.216 de_lowest_ev=0.154 total_charge=0
H 0.73826 -1.69616 5.68135 0.208 -0.156 -0.577 0.000
C 0.34291 -2.61702 3.64902 1.007 0.010 -0.032 -0.002
C 0.57559 -0.52838 -4.29318 -0.234 -0.802 -1.342 0.000
H 1.78790 -1.77904 -5.54641 -0.041 0.023 0.280 0.000
H -2.13149 1.59813 -0.13396 -0.054 -0.086 -0.039 0.000
H -1.12247 1.45483 5.52400 -0.029 -0.223 -0.443 0.000
C 1.07873 -2.53831 2.42514 0.480 -0.054 0.849 -0.002
H -0.75680 -1.72835 -5.44025 0.077 0.071 0.268 0.000
C 0.44509 0.68395 -5.23816 0.035 -0.255 0.657 0.000
H -0.28588 2.07085 -3.74879 0.449 -0.119 0.164 0.000
H -1.96932 1.03674 -1.80604 0.252 0.043 -0.016 0.000
C -0.42946 2.50359 -1.09772 0.134 -0.163 -0.894 0.000
H -0.90648 3.47863 -1.24455 0.068 -0.155 0.348 0.000
H 1.55514 2.70693 -0.16655 -0.362 -0.336 0.056 0.000
H 1.23068 0.79167 -5.98042 -0.060 0.037 -0.037 0.000
H 0.81146 -3.03400 1.48843 0.114 0.221 0.345 0.000
H -2.56477 -1.89593 3.07672 0.291 0.504 0.104 0.000
Br 1.68178 2.03198 3.96777 0.722 1.109 0.383 -0.005
H -2.82762 0.37685 1.61229 0.299 -0.077 0.440 0.000
C -1.41296 1.32991 -0.91344 0.382 0.314 0.637 0.000
C -1.48412 0.87593 4.67243 -0.768 -0.288 -0.461 -0.002
H -0.55061 -3.22403 3.82206 0.321 0.500 -0.154 0.000
Ce 0.31460 -0.00008 2.87232 -0.774 -0.007 -0.950 1.015
H -1.92754 2.46314 3.12838 0.133 -0.583 0.095 0.000
H 3.06060 -1.54736 1.94958 -0.357 -0.034 0.256 0.000
C -0.66469 -1.38225 -4.39970 -0.234 -0.438 0.195 0.000
O 0.50131 0.96117 0.43733 -0.197 0.693 0.089 -0.001
C -2.23503 -0.89563 3.37859 -0.080 0.653 0.181 -0.001
C 1.79494 -1.38936 -4.51828 0.194 -0.081 -0.066 0.000
H 2.72572 -0.83043 -4.37825 -0.158 -0.070 0.074 0.000
C -2.36397 0.29896 2.60116 -0.227 0.338 0.911 0.001
H 1.52740 2.06432 -3.90918 -0.326 -0.097 0.299 0.000
H 0.20323 2.98927 0.93962 -0.028 -0.195 0.105 0.000
C -1.68869 -0.53668 4.65372 -0.542 0.658 -0.367 -0.002
C 0.60737 1.46337 -3.95303 0.103 0.675 0.310 0.000
H 0.09603 -0.18354 -1.26310 -0.367 0.371 0.725 0.000
O 0.68679 0.26677 -3.07881 -0.189 1.043 -1.946 0.000
H -1.50193 -1.20650 5.49648 -0.088 0.263 -0.481 0.000
C 1.05028 -1.85980 4.64326 0.462 -0.396 -0.559 -0.001
C 2.26527 -1.75900 2.66809 -0.181 -0.365 0.924 -0.001
H 0.17355 2.31334 -1.98948 -0.309 0.158 0.379 0.000
C -0.45103 0.26260 -0.40803 0.427 -0.457 -0.773 0.001
H -0.55963 0.80273 -5.65918 0.400 -0.140 -0.149 0.000
H -0.56107 -2.26923 -3.76959 -0.299 0.045 0.089 0.000
H -0.89722 -0.57502 0.14327 -0.115 0.343 0.292 0.000
C -1.89979 1.40151 3.40305 -0.619 -0.536 0.192 -0.001
C 2.23890 -1.33389 4.04881 0.124 -1.173 -0.500 0.002
H 1.75014 -2.23296 -3.82281 0.288 0.057 -0.065 0.000
H -1.58495 -0.83613 -4.16328 0.210 -0.057 0.124 0.000
H 3.01060 -0.75510 4.56561 -0.470 -0.204 -0.350 0.000
C 0.52324 2.40699 0.07369 -0.073 -0.580 0.430 0.000


(5)
18
Properties=species:S:1:pos:R:3:forces:R:3:mulliken_charge:R:1 method="wB97M-V/def2-TZVPD" lumo_energy_ev=-3.030 e_homo_ev=-15.38 smiles=CC[NH2+]CCO fmax_ev_per_a=3.160 de_lowest_ev=1.953 total_charge=+1
C -2.10740 0.39271 -1.12152 -1.883 2.236 -1.199 -1.230
H 1.97807 -0.66941 1.46758 0.316 -0.883 0.576 0.308
H -1.72891 1.13199 -1.84806 0.697 0.806 1.406 0.342
H -0.48596 -0.52669 1.86972 -0.193 -0.468 0.335 0.362
C -0.00858 -0.00198 1.06163 -0.082 -1.331 1.782 -0.580
H 0.20364 -1.69312 -0.17767 0.516 -1.908 1.234 0.334
H -3.00385 0.30974 -1.79429 0.362 -1.394 0.914 0.387
H 2.64559 1.41904 -0.00694 0.085 -0.137 1.041 0.339
N -0.04675 -0.74482 -0.16946 -0.648 0.399 -1.213 -0.044
C -1.20174 -0.76463 -1.10552 -0.980 -0.669 0.494 -0.286
H 0.74194 -0.35925 -0.61218 1.493 1.282 -1.594 0.366
C 1.43364 0.23859 1.35238 1.022 2.058 0.323 -0.404
O 1.91651 0.80288 0.11453 -0.614 0.000 -0.441 -0.592
H -1.73914 -1.62573 -0.73691 -0.280 -0.570 -0.652 0.345
H -0.73419 -0.86317 -2.06985 -0.205 -0.660 -0.441 0.318
H -0.56144 0.86751 0.91974 -0.625 1.738 -0.356 0.325
H -2.54820 0.74567 -0.14592 0.910 -0.090 -1.072 0.343
H 1.53210 0.86596 2.28296 0.110 -0.409 -1.137 0.366